16
Properties=species:S:1:pos:R:3:forces:R:3:lowdin_charge:R:1 method="wB97M-V/def2-TZVPD" homo_energy_ev=-14.1 e_tot_ha=-624.97181 de_lowest_kcal_mol=59.1 e_lumo_ev=-4.680 smiles="CC1=NP[NH2+]N1C" charge=+1 homo_lumo_gap_ha=0.3451
H 0.970 0.203 -1.914 -0.1 0.2 0.6 0.11
N -1.306 -0.831 1.240 -1.5 2.7 1.9 -0.05
H 2.052 -0.030 -0.405 -1.9 1.3 -1.1 0.16
P -1.632 1.047 1.949 1.2 -2.1 -3.5 1.05
H 0.321 2.378 0.618 -1.0 -1.9 0.8 0.19
H -0.799 -1.814 -1.548 0.4 -0.4 1.1 0.13
N -0.009 0.453 -0.094 -1.1 1.9 0.0 -0.23
C -0.258 -1.989 -0.557 -0.9 -0.3 -1.8 -0.01
N 0.045 1.405 1.004 -1.3 0.4 -1.0 -0.11
H 0.784 -2.181 -0.903 -0.6 0.1 0.9 0.10
H 1.411 1.656 -0.934 -0.2 -1.3 -0.3 0.11
H -2.167 1.635 0.650 0.0 -0.9 1.5 -0.03
H 0.796 1.084 1.559 1.4 -0.2 1.3 0.11
C -0.536 -0.755 0.231 -0.4 -0.4 1.5 -0.55
C 1.107 0.566 -0.880 5.2 0.0 -1.2 -0.09
H -0.778 -2.827 -0.017 0.9 0.7 -0.7 0.11